# C28H34FeGeN2PSe

A molecular structure, C28H34FeGeN2PSe (ωB97M-V/def2-TZVPD, the OMol25 dataset).

Last column: Mulliken spin population.
CARTESIAN COORDINATES (ANGSTROEM)
Fe 12.108 9.694 11.892  4.193
C 7.633 5.383 8.380  0.000
C 8.063 5.092 9.623  0.006
C 9.153 5.754 10.205  0.013
C 9.698 6.852 9.547  0.029
C 9.242 7.165 8.207  0.001
C 8.195 6.428 7.636  0.002
P 10.853 7.912 10.554  0.201
C 12.300 7.420 9.608  0.001
C 12.616 8.176 8.454  0.011
C 13.618 7.739 7.549  0.000
C 14.418 6.650 7.853  0.009
C 14.189 6.012 9.119  0.005
C 13.075 6.295 9.860  -0.021
C 10.216 9.580 10.210  -0.184
C 9.022 9.797 9.585  -0.003
C 8.628 11.117 9.327  0.047
C 9.334 12.212 9.797  0.016
C 10.502 11.980 10.530  -0.090
C 10.977 10.695 10.725  0.430
H 6.863 4.803 7.888  0.000
H 7.580 4.250 10.123  0.000
H 9.615 5.461 11.174  0.000
H 9.742 8.007 7.629  0.002
H 7.833 6.578 6.617  0.001
H 12.056 9.043 8.144  -0.004
H 13.796 8.382 6.652  0.000
H 15.279 6.351 7.200  0.000
H 14.810 5.184 9.442  0.000
H 12.727 5.562 10.632  0.001
H 8.353 9.031 9.300  0.002
H 7.676 11.177 8.799  0.002
H 8.820 13.152 9.635  0.003
H 11.046 12.840 10.920  0.005
C 17.709 8.356 12.940  0.002
Ge 17.383 9.201 11.190  0.000
C 18.100 7.810 9.881  0.005
C 18.172 10.895 10.708  0.002
C 15.387 9.047 10.951  0.016
Se 14.488 10.356 12.074  0.138
C 14.376 11.800 10.852  0.020
H 17.689 8.988 13.765  0.000
H 18.786 8.002 12.903  0.000
H 17.100 7.480 13.076  0.000
H 19.063 7.384 10.250  0.001
H 18.350 8.418 9.017  0.000
H 17.334 6.989 9.651  0.000
H 19.185 10.708 10.318  0.000
H 18.245 11.563 11.564  0.000
H 17.659 11.357 9.841  0.000
H 14.942 8.072 11.258  0.008
H 15.247 9.218 9.917  -0.004
H 15.347 12.314 10.754  0.001
H 13.623 12.544 11.209  0.000
H 14.073 11.554 9.846  0.002
N 11.443 9.899 18.000  0.011
C 11.408 9.715 16.614  0.012
C 11.998 8.579 15.993  0.011
C 11.898 8.463 14.617  0.002
N 11.501 9.472 13.805  0.048
C 10.953 10.550 14.403  0.039
C 10.781 10.669 15.797  0.005
H 12.168 9.419 18.490  0.000
H 11.205 10.792 18.432  -0.001
H 12.585 7.876 16.637  0.000
H 12.371 7.655 14.077  0.005
H 10.809 11.439 13.776  -0.001
H 10.203 11.535 16.190  0.000

Values from the calculation:
- 2S+1 = 6
- <S²> = 8.7755
- relative energy (zero: lowest compared OMol25 entry of this formula, charge and spin) (kcal per mole) = 22.5
- orbital gap (spin up / spin down) (Ha) = 0.305 / 0.211
- charge = +2


# C28H34IN8O2RbS

A molecular structure, C28H34IN8O2RbS (ωB97M-V/def2-TZVPD, the OMol25 dataset).

Last column: Mulliken charge in e.
CARTESIAN COORDINATES (ANGSTROEM)
Rb -0.157 -0.345 -0.171  0.664
N 3.454 -2.437 -1.321  -0.522
C 3.628 -1.364 -0.452  0.126
S 5.095 -0.478 -0.715  -0.592
N 2.689 -1.289 0.441  -0.279
N 2.727 -0.319 1.410  -0.084
C 2.119 -0.558 2.516  -0.976
C 1.396 -1.717 3.052  0.806
C 1.520 -1.931 4.428  -0.352
C 0.955 -3.008 5.088  -0.787
C 0.208 -3.924 4.338  -0.398
C 0.011 -3.722 2.995  -0.547
C 0.547 -2.596 2.277  0.252
O 0.233 -2.406 1.068  -0.798
H 3.878 -2.313 -2.223  0.209
H 2.511 -2.803 -1.315  0.261
H 2.265 0.254 3.238  0.273
H 2.129 -1.232 4.999  0.381
H 1.106 -3.148 6.153  0.352
H -0.225 -4.792 4.828  0.349
H -0.585 -4.416 2.410  0.437
C -5.540 -3.351 1.348  -0.423
C -6.159 -2.521 0.419  -0.530
C -5.420 -1.599 -0.299  -0.524
C -4.036 -1.491 -0.102  -0.423
C -3.420 -2.334 0.831  0.216
C -4.168 -3.253 1.545  -0.534
N -3.202 -0.569 -0.747  0.881
N -3.735 0.070 -1.683  -0.704
C -2.911 0.880 -2.445  0.637
C -3.510 2.015 -3.029  -0.467
C -2.852 2.740 -4.003  -0.456
C -1.559 2.382 -4.373  -0.602
C -0.923 1.342 -3.691  -0.494
C -1.577 0.515 -2.782  -0.757
H -6.127 -4.065 1.914  0.366
H -7.228 -2.599 0.255  0.339
H -5.880 -0.945 -1.027  0.412
H -2.344 -2.266 0.968  0.432
H -3.682 -3.902 2.263  0.439
H -4.476 2.353 -2.659  0.324
H -3.334 3.596 -4.461  0.323
H -1.052 2.906 -5.179  0.346
H 0.122 1.143 -3.933  0.464
C 0.019 2.472 5.128  -0.982
C -0.688 1.113 5.177  -0.644
N -1.980 1.095 4.510  0.335
C -3.174 1.244 5.314  -0.775
C -3.606 2.699 5.537  -1.079
C -2.019 1.054 3.129  1.051
C -3.377 0.981 2.474  -1.482
N -0.999 1.043 2.366  -0.144
H 0.994 2.410 5.616  0.390
H -0.572 3.235 5.637  0.314
H 0.172 2.791 4.098  0.229
H -0.846 0.819 6.216  0.427
H -0.053 0.345 4.724  0.123
H -2.991 0.775 6.283  0.398
H -3.991 0.698 4.843  0.391
H -2.884 3.235 6.153  0.297
H -4.578 2.732 6.036  0.398
H -3.688 3.216 4.580  0.249
H -3.883 0.049 2.735  0.353
H -3.217 0.988 1.400  0.028
H -4.015 1.821 2.751  0.382
H -0.098 1.074 2.836  -0.245
N 3.532 2.701 0.516  -0.272
C 2.307 2.861 0.009  0.512
O 1.386 3.418 0.597  -0.688
C 2.115 2.422 -1.443  -0.225
I 2.825 3.984 -2.719  -0.038
H 3.587 2.841 1.513  0.272
H 4.136 1.932 0.181  0.146
H 1.056 2.335 -1.652  -0.016
H 2.665 1.524 -1.722  0.257

Values from the calculation:
- relative energy (zero: lowest compared OMol25 entry of this formula, charge and spin) (kcal per mole) = 25.3
- orbital gap (Ha) = 0.198
- charge = -2


# C28H34N7O4SeW

A molecular structure, C28H34N7O4SeW (ωB97M-V/def2-TZVPD, the OMol25 dataset).

Last column: Mulliken charge in e.
CARTESIAN COORDINATES (ANGSTROEM)
W 0.010 0.560 -0.373  1.689
C -1.156 4.248 -2.221  -1.657
C -1.218 2.858 -1.679  0.429
N -0.711 2.512 -0.489  0.295
N -0.266 3.405 0.409  -1.167
C 0.232 2.790 1.452  0.150
O 0.262 1.474 1.448  -0.554
C 0.629 3.565 2.621  0.420
C 0.936 2.939 3.833  -0.161
C 1.232 3.702 4.948  -0.820
C 1.245 5.085 4.859  -0.386
C 0.971 5.712 3.651  -0.766
C 0.661 4.960 2.537  -0.469
C -1.926 1.776 -2.251  0.784
C -2.762 1.853 -3.386  -1.024
C -3.680 0.868 -3.630  -0.465
C -3.780 -0.203 -2.720  -0.971
C -2.870 -0.297 -1.700  -0.118
N -1.893 0.609 -1.461  0.212
H -0.675 4.891 -1.489  0.373
H -2.150 4.638 -2.434  0.392
H -0.577 4.266 -3.143  0.332
H 0.944 1.859 3.891  0.522
H 1.446 3.220 5.891  0.423
H 1.475 5.680 5.730  0.399
H 0.990 6.789 3.582  0.401
H 0.440 5.426 1.589  0.484
H -2.672 2.712 -4.029  0.521
H -4.342 0.916 -4.479  0.486
H -4.531 -0.966 -2.832  0.484
H -2.904 -1.140 -1.016  0.458
N -1.062 -0.685 1.475  -0.206
C 0.105 -1.464 1.957  0.097
C 0.067 -1.997 3.388  -0.951
C 0.867 -3.307 3.489  -0.991
C 2.340 -3.179 3.076  -0.553
N 2.483 -3.266 1.630  -0.007
C 3.245 -2.564 0.797  0.186
N 3.210 -2.876 -0.503  -0.334
N 4.125 -1.659 1.223  -0.354
C 1.390 -0.618 1.704  1.520
O 2.148 -0.322 2.604  -0.756
O 1.626 -0.448 0.452  -0.439
H -1.296 0.025 2.179  0.243
H -1.872 -1.310 1.392  0.416
H 0.180 -2.328 1.277  0.070
H -0.966 -2.187 3.687  0.489
H 0.495 -1.258 4.068  0.227
H 0.391 -4.071 2.869  0.316
H 0.827 -3.653 4.520  0.520
H 2.917 -3.986 3.534  0.482
H 2.727 -2.227 3.437  0.290
H 1.931 -4.000 1.204  0.220
H 2.440 -3.411 -0.881  0.148
H 3.651 -2.257 -1.164  0.204
H 3.994 -1.242 2.137  0.297
H 4.507 -1.022 0.539  0.289
Se 0.016 -1.900 -1.265  -0.487
C -1.289 -2.647 -2.557  0.091
C -1.401 -2.104 -3.825  -0.267
C -2.305 -2.643 -4.724  -0.706
C -3.101 -3.716 -4.363  -0.522
C -2.985 -4.255 -3.093  -0.675
C -2.081 -3.725 -2.189  -0.173
H -0.786 -1.263 -4.108  0.435
H -2.386 -2.226 -5.715  0.435
H -3.807 -4.129 -5.066  0.412
H -3.599 -5.095 -2.807  0.429
H -1.981 -4.151 -1.202  0.448
C 2.079 0.953 -3.143  -1.566
C 1.253 1.014 -1.888  0.562
O 1.667 1.740 -0.905  -0.549
H 2.679 1.856 -3.255  0.418
H 1.446 0.803 -4.014  0.315
H 2.751 0.094 -3.073  0.275

Values from the calculation:
- orbital gap (spin up / spin down) (Ha) = 0.213 / 0.213
- charge = +1


The records above yield total energy values of -198088.3351; -65194.4241; -115377.0431 eV, respectively.